Molecular formula: H34O17
Method: DFT, ωB97M-V/def2-TZVPD

CARTESIAN COORDINATES (ANGSTROEM)
O1 1.754 1.013 2.584
H1 1.031 1.374 3.149
H2 1.542 0.045 2.482
O2 0.750 -2.685 0.031
H3 1.191 -3.398 0.467
H4 -0.186 -2.740 0.232
O3 -0.255 0.525 0.011
H5 -0.718 -0.236 -0.362
H6 0.681 0.273 -0.105
O4 0.755 3.086 -1.215
H7 1.188 3.114 -0.385
H8 0.879 4.014 -1.523
O5 1.182 -1.670 2.389
H9 1.041 -2.094 1.516
H10 1.967 -2.106 2.719
O6 1.870 3.368 1.287
H11 2.728 3.512 0.887
H12 1.841 2.450 1.595
O7 -0.965 2.772 1.230
H13 -0.721 2.052 0.603
H14 -1.898 2.958 1.074
O8 2.519 0.347 -0.300
H15 2.735 1.011 -0.959
H16 2.854 0.608 0.552
O9 3.900 -1.790 0.204
H17 3.720 -2.580 -0.241
H18 3.327 -1.055 -0.045
O10 -1.778 -0.272 2.046
H19 -1.283 -0.434 2.842
H20 -1.145 0.093 1.407
O11 -2.235 0.969 -2.806
H21 -1.342 1.260 -3.044
H22 -2.469 1.537 -2.018
O12 0.486 1.274 -3.226
H23 0.791 1.824 -2.472
H24 0.758 0.365 -2.990
O13 -1.729 -1.449 -1.352
H25 -1.577 -2.009 -2.108
H26 -1.821 -0.634 -1.831
O14 -4.063 -1.854 0.184
H27 -4.432 -1.957 -0.708
H28 -3.111 -1.911 -0.024
O15 -1.488 -2.793 1.372
H29 -0.868 -3.249 1.988
H30 -1.526 -1.862 1.633
O16 1.138 -1.319 -2.419
H31 0.911 -1.556 -1.530
H32 2.105 -1.318 -2.595
O17 -3.123 1.266 -0.206
H33 -4.056 1.370 -0.267
H34 -2.857 0.492 0.250

The HOMO energy is -10.10 eV. For the total energy, the calculation gives -35361.096 eV. The calculation puts the largest force on an atom at 2.6 eV Å⁻¹. Its total charge is 0.

=====

Molecular formula: C32H25N2PPdS
Method: DFT, ωB97M-V/def2-TZVPD

CARTESIAN COORDINATES (ANGSTROEM)
Pd1 1.472 -18.199 -1.201
S1 3.133 -13.329 -2.450
C1 3.037 -12.492 -0.936
C2 2.405 -13.228 -0.001
C3 1.827 -14.481 -0.415
C4 2.159 -14.725 -1.772
C5 1.978 -15.793 -2.772
C6 1.586 -15.531 -4.118
C7 1.937 -16.490 -5.077
C8 2.754 -17.600 -4.776
C9 3.007 -17.808 -3.442
N1 2.513 -17.026 -2.455
H1 3.303 -11.481 -0.885
H2 2.318 -12.938 1.069
H3 1.119 -14.492 -4.293
H4 1.658 -16.320 -6.122
H5 3.101 -18.337 -5.507
H6 3.645 -18.611 -3.094
C10 1.576 -21.312 3.381
C11 0.527 -20.405 3.189
C12 0.733 -19.259 2.370
C13 1.964 -18.987 1.835
C14 2.962 -19.900 1.996
C15 2.797 -21.036 2.780
P1 2.126 -17.550 0.722
C16 3.868 -17.086 0.940
C17 4.209 -16.813 2.302
C18 5.266 -15.929 2.580
C19 6.093 -15.567 1.533
C20 5.932 -16.108 0.232
C21 4.763 -16.764 -0.081
C22 1.109 -16.200 1.450
C23 0.498 -16.221 2.692
C24 -0.583 -15.402 3.028
C25 -0.890 -14.379 2.172
C26 -0.194 -14.181 0.989
C27 0.862 -15.111 0.610
H7 1.406 -22.179 4.078
H8 -0.411 -20.579 3.736
H9 -0.167 -18.665 2.099
H10 3.969 -19.830 1.526
H11 3.598 -21.760 2.838
H12 3.706 -17.272 3.145
H13 5.465 -15.622 3.584
H14 6.938 -14.895 1.778
H15 6.735 -15.986 -0.481
H16 4.633 -17.151 -1.076
H17 0.824 -16.913 3.485
H18 -1.163 -15.643 3.888
H19 -1.845 -13.797 2.297
H20 -0.516 -13.460 0.265
C28 -2.962 -19.921 -0.947
C29 -1.902 -20.760 -0.651
C30 -0.601 -20.324 -0.895
N2 -0.351 -19.114 -1.424
C31 -1.373 -18.210 -1.639
C32 -2.680 -18.605 -1.412
H21 -4.021 -20.230 -0.775
H22 -2.119 -21.727 -0.228
H23 0.289 -20.935 -0.803
H24 -1.114 -17.265 -2.110
H25 -3.468 -17.897 -1.722

As for the spin multiplicity: 3. The HOMO energy (alpha / beta) is -4.14 / -7.38 eV. For the total energy, the calculation gives -60169.371 eV. The calculation puts the largest force on an atom at 2.9 eV Å⁻¹. Its total charge is 0.